Record 1
Here is a cluster of 3 separate species, C4H13NO2 in total from the Open Molecules 2025 dataset. Energies are from the ωB97M-V functional and the def2-TZVPD basis.

Last column: Mulliken charge in e.
Cartesian coordinates (Å):
H (-0.8371, 0.1285, -2.1676)  0.2950
C (1.7560, 0.0156, 0.1051)  -1.0591
H (1.4337, -1.1395, 4.5093)  0.3135
H (-3.1738, -0.2935, -2.2615)  0.2206
H (1.2363, -1.7794, -0.7661)  0.3194
H (1.4396, 0.8621, 0.7042)  0.3735
H (-1.1762, -1.4103, 0.3951)  0.3754
O (0.3009, 2.8861, -0.3545)  -0.6310
C (-1.3056, -0.6652, -1.5848)  -0.3824
N (-2.7463, -0.5626, -1.3895)  -0.5758
H (2.7922, -0.0508, -0.2062)  0.2357
H (1.0034, 3.4166, -0.7552)  0.3109
H (1.5199, 0.1223, 3.6839)  0.3156
H (-1.1526, -1.5846, -2.1419)  0.3170
C (0.8525, -0.8920, -0.2628)  0.0693
H (-2.9464, 0.1057, -0.6585)  0.2184
H (0.4771, 1.9887, -0.6785)  0.3023
C (-0.6315, -0.6922, -0.2199)  -0.7618
O (1.9335, -0.7422, 3.7881)  -0.6314
H (-0.7756, 0.2868, 0.2612)  0.3750

Results
Relative energy (zero: lowest compared OMol25 entry of this formula, charge and spin) (kcal/mol): 29.2
E (hartree): -365.3959
Net charge: 0
Highest occupied orbital energy (eV): -9.40
SMILES: C=CCCN.O.O
Frontier orbital gap (eV): 10.20
Molar mass (g mol⁻¹): 107.15

=====

Record 2
Here is the molecule C3H8N2O at a distorted geometry from the Open Molecules 2025 dataset. Energies are from the ωB97M-V functional and the def2-TZVPD basis.

Last column: Mulliken charge in e.
Cartesian coordinates (Å):
H (-1.9843, 0.0476, -0.2252)  0.3540
H (-0.5640, -2.0471, -0.2707)  0.2809
C (0.1850, -1.3558, -0.7798)  -1.1549
H (-0.2645, -1.0689, -1.7878)  0.2916
O (0.3772, 1.9786, 0.7690)  -0.5013
N (-0.1605, 0.8696, 0.0716)  0.0447
H (1.0687, -2.0586, -0.9764)  0.3166
H (-2.0629, 1.7061, 0.3913)  0.2911
H (-1.6648, 0.3301, 1.4449)  0.3072
N (1.9884, 0.0197, 0.2151)  -0.7839
H (2.5563, -0.7928, -0.0543)  0.2264
H (1.3392, 1.8302, 0.7898)  0.3800
C (0.7490, -0.2078, -0.0356)  0.8122
C (-1.5628, 0.7490, 0.4481)  -0.8647

Results
Relative energy (zero: lowest compared OMol25 entry of this formula, charge and spin) (kcal/mol): 66.5
E (hartree): -303.7862
Net charge: 0
Highest occupied orbital energy (eV): -8.51
SMILES: [H]/N=C(\C)N(C)O
Frontier orbital gap (eV): 9.37
Molar mass (g mol⁻¹): 88.11

=====

Record 3
Here is the molecule C5H5NO at a distorted geometry from the Open Molecules 2025 dataset. Energies are from the ωB97M-V functional and the def2-TZVPD basis.

Last column: Mulliken charge in e.
Cartesian coordinates (Å):
O (-1.3961, -0.0914, 2.9205)  -0.4255
H (1.4541, -1.4957, -3.0179)  0.2966
H (0.5295, 2.2453, 1.8436)  0.3833
N (0.9509, -0.3836, -1.6260)  -0.4354
C (0.3039, 0.4540, 0.8102)  -0.1809
C (0.5055, -1.4376, -2.5464)  -0.6000
C (0.6378, 0.0144, -0.4729)  0.3707
H (-0.3058, -1.1617, -3.2966)  0.2488
C (-1.0611, 1.0369, 2.6718)  0.0875
H (0.0477, -2.3691, -2.0517)  0.2532
H (-1.7632, 1.8839, 2.9980)  0.2977
C (0.0969, 1.3046, 1.7673)  -0.2960

Results
Relative energy (zero: lowest compared OMol25 entry of this formula, charge and spin) (kcal/mol): 102.2
E (hartree): -323.3568
Net charge: 0
Highest occupied orbital energy (eV): -8.56
SMILES: CN=C=C=CC=O
Frontier orbital gap (eV): 7.92
Molar mass (g mol⁻¹): 95.10

=====

Record 4
Here is the molecule C19H20N4OS2 at a distorted geometry from the Open Molecules 2025 dataset. Energies are from the ωB97M-V functional and the def2-TZVPD basis.

Last column: Mulliken charge in e.
Cartesian coordinates (Å):
H (4.2325, 0.7511, -1.4071)  0.4751
H (-0.0354, -0.8617, 4.7702)  0.4122
C (3.7865, 0.5316, -0.4380)  -1.1369
H (1.5183, -3.0260, 1.0156)  0.3176
H (-0.4376, 1.4843, -6.3346)  0.2885
C (-1.0206, -0.9600, 4.3391)  -0.2077
N (-2.8057, 1.8397, -5.2740)  -0.5337
C (-3.5486, -1.2750, 3.2813)  -0.7473
C (-0.4056, 1.9300, -2.5315)  0.8336
H (-3.6560, 1.7040, -4.7532)  0.2137
S (2.8132, 1.9926, 0.0777)  -0.1843
H (1.0163, 0.2447, 3.3097)  0.4676
H (-2.5434, 2.0538, -2.6467)  0.3083
H (-4.2568, -1.1321, 5.2989)  0.3762
C (-1.6244, 1.7721, -4.5736)  1.0359
C (2.3419, -0.6512, 1.8615)  -0.9675
H (4.5599, 0.3915, 0.3150)  0.4951
C (0.7969, 1.6073, -4.6055)  -0.6857
C (0.9716, -0.1093, 2.2815)  -0.0959
C (-0.4094, 1.6091, -5.2620)  -0.5583
C (2.8760, -0.6769, -0.5956)  0.9238
C (-1.1616, -1.1046, 2.9553)  0.4297
H (1.2371, -2.5019, -0.6691)  0.4544
H (-0.4075, -0.8266, 0.0947)  0.2146
H (-4.5357, -1.3943, 2.8580)  0.3650
C (1.2541, -2.1799, 0.3728)  -1.2839
H (-2.6056, -1.3565, 1.3782)  0.3715
H (-2.8063, 1.4605, -6.2060)  0.2121
C (-2.4500, -1.2615, 2.4416)  -0.3014
H (-1.9854, -0.8538, 6.2349)  0.3588
C (1.6360, 1.9592, -1.2055)  0.5671
H (0.7168, 0.7473, 1.6356)  -0.2734
N (-0.0229, -1.1534, 2.1539)  0.2330
H (2.6123, -1.4876, 2.5174)  0.2738
H (1.7270, 1.4770, -5.1336)  0.4584
C (-1.6185, 1.9309, -3.1892)  -0.7480
H (3.0914, 0.1305, 1.9566)  0.4639
C (0.8175, 1.7720, -3.2231)  -0.5774
N (2.2649, -1.1521, 0.5096)  0.1706
S (-0.0977, 2.1013, -0.8280)  -0.2149
C (-0.1130, -1.6286, 0.7915)  -0.5591
N (1.9258, 1.8062, -2.4356)  -0.4560
O (2.7132, -1.1773, -1.6918)  -0.6461
C (-2.1225, -0.9652, 5.1689)  -0.6600
H (-0.8429, -2.4367, 0.7368)  0.5861
C (-3.3962, -1.1247, 4.6476)  -0.4691

Results
Relative energy (zero: lowest compared OMol25 entry of this formula, charge and spin) (kcal/mol): 18.2
E (hartree): -1826.6954
Net charge: 0
Highest occupied orbital energy (eV): -7.68
SMILES: Nc1ccc2nc(SCC(=O)N3CCN(c4ccccc4)CC3)sc2c1
Frontier orbital gap (eV): 8.22
Molar mass (g mol⁻¹): 384.53